No. 1
Below is C42H41CrNO3P2S as an isolated structure at a distorted geometry, with properties calculated with ωB97M-V with the def2-TZVPD basis set.

Last column: Mulliken spin population.
Positions of all 91 atoms, in Å:
1 Cr 1.156 0.165 0.144  3.989
2 C 5.053 2.850 1.013  0.009
3 C 4.114 3.765 1.256  0.008
4 C 4.210 5.195 0.841  0.001
5 C 4.663 5.523 -0.633  -0.002
6 C 4.425 4.476 -1.676  -0.010
7 C 5.132 3.349 -1.850  0.003
8 C 6.399 2.997 -1.153  0.001
9 C 6.380 3.191 0.393  0.001
10 C -0.043 -0.404 -1.605  0.047
11 H 4.937 1.789 1.279  0.006
12 H 3.274 3.552 1.923  -0.002
13 H 4.909 5.715 1.531  0.000
14 H 3.238 5.676 0.999  -0.001
15 H 4.081 6.410 -0.923  0.001
16 H 5.714 5.844 -0.609  0.000
17 H 3.687 4.767 -2.420  0.005
18 H 4.877 2.657 -2.641  0.000
19 H 7.257 3.570 -1.542  0.000
20 H 6.630 1.938 -1.348  0.000
21 H 7.121 2.487 0.835  0.000
22 H 6.713 4.213 0.662  0.000
23 H 0.136 -1.442 -1.234  -0.090
24 H 0.025 -0.573 -2.697  0.052
25 H -1.061 -0.104 -1.340  0.033
26 P 1.319 2.023 1.411  -0.171
27 P 1.137 1.217 -1.931  -0.157
28 C 1.528 3.182 0.069  0.060
29 C 1.646 2.842 -1.262  -0.059
30 C 0.466 2.796 2.749  -0.003
31 C 0.577 4.183 2.982  0.010
32 C -0.283 4.766 3.912  -0.002
33 C -1.206 3.976 4.604  0.005
34 C -1.239 2.582 4.445  -0.002
35 C -0.334 1.983 3.575  0.008
36 C 2.724 1.125 2.179  -0.018
37 C 3.258 0.026 1.444  0.078
38 C 4.185 -0.814 2.072  -0.011
39 C 4.512 -0.616 3.423  0.003
40 C 3.986 0.463 4.139  0.011
41 C 3.113 1.358 3.510  0.034
42 C -0.043 1.869 -3.189  -0.026
43 C -1.247 2.402 -2.695  -0.001
44 C -2.175 2.949 -3.581  0.002
45 C -1.922 2.950 -4.958  0.000
46 C -0.712 2.439 -5.442  0.000
47 C 0.228 1.885 -4.563  0.001
48 C 2.495 0.291 -2.777  -0.022
49 C 2.637 -1.112 -2.636  0.080
50 C 3.712 -1.778 -3.226  0.022
51 C 4.658 -1.062 -3.959  0.000
52 C 4.516 0.317 -4.141  0.008
53 C 3.418 0.985 -3.580  0.020
54 H 1.399 4.243 0.337  0.006
55 H 1.898 3.635 -1.998  -0.015
56 H 1.298 4.788 2.432  0.001
57 H -0.259 5.850 4.054  0.000
58 H -1.944 4.457 5.249  0.000
59 H -1.977 1.978 4.964  0.000
60 H -0.271 0.897 3.500  0.001
61 H 3.020 -0.112 0.351  -0.012
62 H 4.635 -1.646 1.513  0.003
63 H 5.173 -1.339 3.922  0.001
64 H 4.244 0.594 5.196  0.001
65 H 2.741 2.218 4.074  -0.001
66 H -1.457 2.390 -1.621  0.014
67 H -3.103 3.386 -3.206  0.000
68 H -2.667 3.358 -5.650  0.000
69 H -0.506 2.474 -6.512  0.000
70 H 1.155 1.468 -4.966  0.001
71 H 1.914 -1.722 -2.087  -0.057
72 H 3.808 -2.858 -3.102  0.001
73 H 5.517 -1.585 -4.379  0.000
74 H 5.258 0.877 -4.715  0.001
75 H 3.292 2.061 -3.749  0.001
76 O -2.171 0.831 0.925  -0.005
77 C -1.684 -0.214 1.382  0.065
78 N -0.298 -0.428 1.431  -0.062
79 S 0.163 -1.874 2.163  0.087
80 O 0.906 -2.636 1.180  0.043
81 O 0.725 -1.660 3.469  -0.002
82 C -1.497 -2.403 2.337  0.019
83 C -1.891 -3.614 2.910  -0.003
84 C -3.271 -3.860 2.946  0.003
85 C -4.186 -2.904 2.469  -0.001
86 C -3.755 -1.672 1.973  0.004
87 C -2.380 -1.408 1.929  -0.013
88 H -1.145 -4.327 3.287  0.000
89 H -3.624 -4.806 3.355  0.000
90 H -5.251 -3.132 2.491  0.000
91 H -4.426 -0.893 1.627  0.000

Results
Spin multiplicity ... 5
E ... -4030.65815 Eh
Lowest unoccupied orbital energy (spin up / spin down) ... 0.3210 / 0.3261 eV
HOMO level (spin up / spin down) ... -6.04 / -5.96 eV
Frontier orbital gap (spin up / spin down) ... 6.358 / 6.289 eV

***

No. 2
Below is C57H55Cl3F2N8O7SSiY as an isolated structure at a distorted geometry, with properties calculated with ωB97M-V with the def2-TZVPD basis set.

Last column: Löwdin charge in e.
Positions of all 135 atoms, in Å:
1 Y 0.765 -2.458 0.234  1.393
2 F -5.543 -0.864 2.660  0.012
3 C -4.415 -0.169 2.991  -0.224
4 C -3.281 -0.499 2.280  -0.034
5 C -2.091 0.212 2.446  -0.135
6 C -0.959 0.055 1.627  -0.278
7 O -1.052 -0.720 0.464  -0.270
8 C 0.273 0.666 1.961  -0.104
9 C 0.297 1.560 2.978  -0.022
10 N -0.854 1.908 3.677  -0.008
11 C -0.775 2.809 4.791  -0.297
12 C -1.441 4.148 4.683  -0.112
13 C 0.059 4.041 4.656  -0.100
14 C -2.063 1.201 3.475  -0.118
15 C -3.202 1.472 4.203  0.019
16 C -4.445 0.834 3.949  -0.216
17 N -5.585 1.280 4.641  -0.090
18 C -5.910 2.707 4.488  -0.138
19 C -6.703 2.965 3.223  -0.106
20 N -7.958 2.152 3.248  0.037
21 C -7.661 0.694 3.402  -0.107
22 C -6.811 0.482 4.642  -0.140
23 C 1.588 0.253 1.355  -0.553
24 O 2.377 1.069 0.905  0.050
25 O 1.784 -1.049 1.379  -0.192
26 H -3.358 -1.307 1.557  0.079
27 H 1.213 2.043 3.285  0.120
28 H -0.807 2.324 5.763  0.149
29 H -1.921 4.553 5.565  0.097
30 H -1.938 4.357 3.743  0.101
31 H 0.618 4.359 5.525  0.100
32 H 0.552 4.216 3.708  0.100
33 H -3.163 2.211 4.995  0.097
34 H -5.001 3.303 4.447  0.121
35 H -6.481 3.033 5.361  0.126
36 H -6.138 2.650 2.346  0.107
37 H -7.008 4.008 3.107  0.135
38 H -8.548 2.337 2.375  0.209
39 H -8.562 2.475 4.046  0.192
40 H -7.130 0.392 2.505  0.119
41 H -8.620 0.175 3.450  0.136
42 H -6.575 -0.571 4.747  0.137
43 H -7.389 0.780 5.521  0.124
44 Cl -4.848 -7.232 1.000  0.652
45 C -3.669 -6.062 0.469  -0.676
46 C -3.052 -5.249 1.395  -0.131
47 C -2.132 -4.328 0.933  -0.514
48 Cl -1.307 -3.310 2.107  0.831
49 C -1.782 -4.152 -0.412  -0.471
50 O -0.929 -3.221 -0.781  -0.284
51 C -2.423 -5.030 -1.303  -0.563
52 Cl -2.005 -4.992 -2.991  0.722
53 C -3.351 -5.964 -0.875  -0.134
54 H -3.283 -5.325 2.450  0.110
55 H -3.823 -6.621 -1.595  0.106
56 C 6.876 -1.164 -4.258  -0.062
57 C 5.504 -1.186 -4.913  -0.179
58 N 4.395 -1.098 -3.940  -0.021
59 C 3.875 -2.232 -3.445  0.040
60 C 2.879 -2.310 -2.519  -0.001
61 C 2.532 -3.712 -2.049  -0.555
62 O 2.873 -4.646 -2.746  0.071
63 O 1.944 -3.768 -0.894  -0.140
64 C 2.265 -1.102 -2.081  -0.243
65 O 1.250 -1.057 -1.362  -0.056
66 C 2.890 0.135 -2.540  -0.026
67 C 2.419 1.347 -2.053  0.078
68 C 2.990 2.507 -2.457  -0.182
69 F 2.480 3.676 -2.020  0.074
70 C 4.090 2.528 -3.330  -0.145
71 C 4.553 1.332 -3.825  0.051
72 C 3.948 0.122 -3.452  -0.109
73 N 4.738 3.741 -3.682  -0.108
74 C 4.647 4.924 -2.825  -0.120
75 C 5.797 5.882 -3.221  -0.061
76 N 6.819 5.074 -3.986  0.049
77 C 6.261 4.691 -5.337  -0.067
78 C 4.850 4.115 -5.088  -0.114
79 H 7.657 -1.242 -5.017  0.082
80 H 6.987 -2.006 -3.571  0.087
81 H 7.035 -0.246 -3.686  0.069
82 H 5.354 -2.108 -5.467  0.126
83 H 5.387 -0.378 -5.631  0.111
84 H 4.282 -3.160 -3.832  0.152
85 H 1.609 1.360 -1.335  0.127
86 H 5.428 1.336 -4.465  0.107
87 H 4.744 4.623 -1.787  0.139
88 H 3.707 5.462 -2.934  0.129
89 H 6.287 6.332 -2.364  0.135
90 H 5.468 6.669 -3.894  0.133
91 H 6.937 4.199 -3.475  0.178
92 H 7.717 5.542 -4.059  0.183
93 H 6.952 3.976 -5.774  0.132
94 H 6.242 5.592 -5.944  0.133
95 H 4.686 3.255 -5.727  0.130
96 H 4.098 4.866 -5.346  0.135
97 N 3.836 -8.140 3.731  0.086
98 C 4.143 -6.869 3.994  -0.820
99 S 5.345 -6.446 5.026  0.686
100 C 3.274 -5.847 3.258  -0.201
101 C 3.493 -4.500 3.446  -0.021
102 C 2.713 -3.579 2.762  -0.078
103 N 1.736 -3.939 1.932  -0.044
104 C 1.517 -5.240 1.759  -0.122
105 C 2.257 -6.219 2.394  0.005
106 H 4.397 -8.853 4.163  0.101
107 H 3.161 -8.414 3.042  0.088
108 H 4.277 -4.171 4.114  0.083
109 H 2.871 -2.514 2.870  0.111
110 H 0.722 -5.521 1.077  0.119
111 H 2.003 -7.248 2.180  0.108
112 C -0.513 -0.101 -5.063  -0.091
113 C -1.217 -1.245 -4.714  -0.072
114 C -1.711 -1.386 -3.418  -0.092
115 C -1.503 -0.394 -2.459  -0.247
116 C -0.811 0.764 -2.836  -0.099
117 C -0.317 0.911 -4.124  -0.096
118 Si -2.239 -0.556 -0.772  0.686
119 C -3.203 0.997 -0.439  -0.241
120 C -2.585 2.198 -0.056  -0.076
121 C -3.339 3.329 0.239  -0.074
122 C -4.729 3.282 0.147  -0.122
123 C -5.359 2.104 -0.232  -0.117
124 C -4.601 0.970 -0.510  -0.093
125 H -0.131 0.012 -6.071  0.096
126 H -1.379 -2.031 -5.444  0.105
127 H -2.238 -2.295 -3.150  0.056
128 H -0.669 1.571 -2.121  0.098
129 H 0.215 1.818 -4.402  0.098
130 H -3.180 -1.693 -0.695  0.055
131 H -1.502 2.253 0.054  0.108
132 H -2.846 4.245 0.546  0.100
133 H -5.318 4.163 0.374  0.094
134 H -6.440 2.067 -0.301  0.092
135 H -5.114 0.046 -0.775  0.104

Results
E ... -5476.08338 Eh
Charge ... +1
Lowest unoccupied orbital energy ... -2.9584 eV
HOMO level ... -5.10 eV
Frontier orbital gap ... 2.140 eV

***

No. 3
Below is C19H21F4FeN9O2S as an isolated structure, with properties calculated with ωB97M-V with the def2-TZVPD basis set.

Last column: Mulliken spin population.
Positions of all 57 atoms, in Å:
1 Fe -1.785 0.909 -0.348  3.809
2 N -3.557 -0.001 -0.894  0.019
3 C -4.632 1.048 -0.896  -0.030
4 C -4.192 2.383 -1.498  0.025
5 C -3.338 3.261 -0.581  -0.005
6 O -3.701 4.349 -0.229  0.022
7 O -2.178 2.728 -0.194  0.112
8 H -3.548 -0.479 -1.792  0.018
9 H -3.772 -0.721 -0.200  -0.013
10 H -4.954 1.182 0.137  -0.002
11 H -5.486 0.670 -1.456  0.002
12 H -5.083 2.958 -1.744  0.000
13 H -3.653 2.210 -2.436  0.005
14 C -5.131 -4.254 3.704  0.000
15 N -4.495 -3.068 3.151  0.000
16 C -3.419 -3.076 2.373  0.003
17 N -2.870 -4.253 2.066  0.000
18 S -2.750 -1.618 1.784  0.003
19 H -6.010 -3.946 4.261  0.000
20 H -4.461 -4.781 4.385  0.000
21 H -5.456 -4.929 2.910  0.000
22 H -4.862 -2.160 3.378  0.000
23 H -3.236 -5.128 2.405  0.000
24 H -2.064 -4.266 1.468  0.000
25 N 1.516 3.201 3.409  0.001
26 C 0.446 2.140 3.391  0.003
27 C -0.225 2.123 2.019  -0.005
28 N -1.057 0.937 1.780  0.026
29 H 1.940 3.289 4.334  0.000
30 H 1.134 4.116 3.159  0.000
31 H 2.267 2.986 2.730  0.000
32 H -0.249 2.367 4.197  0.000
33 H 0.940 1.193 3.609  0.000
34 H 0.547 2.174 1.251  0.000
35 H -0.864 2.996 1.879  -0.002
36 H -1.909 0.987 2.333  0.002
37 H -0.606 0.069 2.061  -0.003
38 F 1.879 -0.836 -3.011  -0.001
39 C 3.190 -0.627 -2.927  -0.001
40 C 4.014 -1.162 -3.846  0.001
41 F 3.499 -1.880 -4.816  0.000
42 C 5.455 -0.974 -3.796  -0.001
43 C 5.929 -0.168 -2.681  0.001
44 C 5.090 0.360 -1.771  -0.001
45 F 5.570 1.091 -0.774  0.000
46 C 3.668 0.174 -1.835  0.004
47 C 2.820 0.735 -0.910  -0.007
48 C 1.398 0.660 -0.917  0.002
49 N 0.264 0.841 -0.907  0.006
50 C 3.197 1.514 0.232  0.000
51 N 3.285 2.070 1.234  -0.001
52 F 7.215 0.053 -2.561  0.000
53 C 6.296 -1.516 -4.721  0.002
54 C 7.718 -1.354 -4.689  0.000
55 N 8.864 -1.280 -4.675  0.002
56 C 5.849 -2.315 -5.822  0.000
57 N 5.554 -2.980 -6.710  0.002

Results
Spin multiplicity ... 5
E ... -3440.70823 Eh
Charge ... +2
Lowest unoccupied orbital energy (spin up / spin down) ... -8.1624 / -8.1675 eV
HOMO level (spin up / spin down) ... -13.72 / -13.72 eV
Frontier orbital gap (spin up / spin down) ... 5.554 / 5.549 eV